[1]
Molecular formula: C27H46ClSn
Method: DFT, ωB97M-V/def2-TZVPD

Output
- net charge = -1
- Kohn-Sham gap (eV) = 3.91

```
75
Properties=species:S:1:pos:R:3:mulliken_charge:R:1
C -1.0510 -0.0217 -3.6086 -1.871
C -1.1321 0.1192 -2.0782 3.090
C -2.5641 0.5256 -1.7057 -1.396
C -0.0283 1.1239 -1.6467 -1.782
Sn 0.3595 1.8924 0.3654 1.180
C 2.4580 1.1453 0.4376 -1.854
C 2.7842 -0.2250 -0.2257 3.889
C 3.0940 -1.2788 0.8264 -1.755
C 3.8837 -0.1616 -1.2893 -1.855
C 0.1866 3.9907 0.9968 -1.433
C 0.0558 5.2176 0.0563 1.107
C 1.3695 5.5944 -0.6472 -1.370
C -0.4237 6.4506 0.8550 -1.575
C -0.8654 0.6075 1.6410 -0.617
C -1.8900 1.1101 2.6778 1.176
C -1.2689 1.3419 4.0596 -1.467
C -3.0740 0.1332 2.7966 -1.610
H -2.3010 2.0708 2.3226 0.023
H -1.0596 0.9761 -4.0647 0.437
H -0.1217 -0.5149 -3.9282 0.390
H -1.9190 -0.5596 -4.0101 0.413
H -0.9131 -0.9063 -1.6220 -1.368
H -2.6998 1.6129 -1.7998 0.239
H -3.2532 0.0392 -2.4123 0.491
H -2.8530 0.2462 -0.6764 0.148
H 0.9383 0.6697 -1.9218 0.308
H -0.0931 2.0655 -2.2179 0.552
H 3.0039 1.9765 -0.0294 0.411
H 2.6788 1.1462 1.5128 0.429
H 1.8764 -0.5765 -0.7481 -1.689
H 3.9498 -1.0166 1.4617 0.457
H 2.2230 -1.4358 1.4720 0.192
H 3.3256 -2.2359 0.3468 0.400
H 4.8485 0.1501 -0.8702 0.422
H 4.0308 -1.1486 -1.7475 0.371
H 3.6182 0.5270 -2.0989 0.390
H -0.6872 3.9470 1.6682 0.317
H 1.0883 4.0925 1.6225 0.358
H -0.7126 4.9757 -0.7019 0.165
H 2.2133 5.5469 0.0625 0.303
H 1.5770 4.9409 -1.5041 0.277
H 1.3072 6.6298 -1.0266 0.415
H 0.3161 6.6976 1.6309 0.302
H -0.5274 7.3268 0.2002 0.429
H -1.3940 6.2748 1.3345 0.385
H -1.3725 0.0131 0.8643 -0.285
H -0.0889 -0.0157 2.1246 0.230
H -0.5901 0.5196 4.3314 0.330
H -0.7067 2.2832 4.1055 0.268
H -2.0631 1.3955 4.8194 0.421
H -2.7406 -0.8704 3.0954 0.286
H -3.7912 0.4835 3.5471 0.454
H -3.6215 0.0477 1.8501 0.354
Cl 0.1429 -4.6494 4.4685 -0.317
C 0.0035 -4.1904 2.8192 0.345
C 1.1642 -4.0120 2.0454 -0.629
C 1.0349 -3.6301 0.7183 -0.634
C -0.2231 -3.3933 0.1149 1.024
C -0.3359 -3.2882 -1.2977 -0.289
C -1.4793 -3.7883 -2.0982 -0.508
C -0.7876 -4.4141 -3.3704 -0.671
C 0.6249 -3.8860 -3.2932 -1.168
C 0.8198 -3.2045 -2.1197 0.133
C -1.3742 -3.5262 0.9239 -0.341
C -1.2716 -3.9731 2.2353 -1.036
H 2.1542 -4.2017 2.4729 0.354
H 1.9384 -3.5846 0.1153 0.613
H -2.2063 -4.4586 -1.6040 0.315
H -2.0192 -2.9009 -2.4533 -0.013
H -0.8138 -5.5117 -3.2889 0.278
H -1.3122 -4.1124 -4.2942 0.334
H 1.4047 -4.1204 -4.0329 0.338
H 1.6860 -2.5968 -1.8537 0.243
H -2.3551 -3.3133 0.4820 0.374
H -2.1751 -4.1840 2.8069 0.371
```



[2]
Molecular formula: C27H46GeN6SSiSm
Method: DFT, ωB97M-V/def2-TZVPD

Output
- net charge = +1
- spin multiplicity = 6
- Kohn-Sham gap (spin up / spin down) (eV) = 6.13 / 6.15

```
83
Properties=species:S:1:pos:R:3:mulliken_charge:R:1
Sm -0.6306 -0.0071 -0.4530 -0.669
C 3.1491 -1.8902 -2.1964 -2.060
C 2.0211 -0.9718 -1.8392 0.230
N 0.7712 -1.2560 -1.8756 0.594
C 0.1899 -2.5052 -2.3202 -0.993
C -1.3331 -2.3050 -2.5404 -0.653
N -1.9655 -1.9094 -1.2756 -0.242
C -3.3644 -1.4598 -1.3172 -0.704
C -3.7232 -0.7147 -0.0063 -0.696
N -3.0194 0.5796 0.0612 -0.190
C -2.7997 1.1745 1.3904 -0.861
C -1.8527 2.4006 1.3097 -0.883
N -0.5903 2.0430 0.6971 0.536
C 0.3653 2.8677 0.4323 0.358
C 0.3807 4.3278 0.7634 -2.054
C 1.5416 2.3025 -0.2735 0.197
C 2.7704 2.9535 -0.4176 -0.460
C 3.8102 2.2759 -1.0355 -1.229
C 3.6266 0.9760 -1.4966 -0.473
C 2.3661 0.3978 -1.3694 -0.042
N 1.3619 1.0759 -0.7923 1.964
H 2.7971 -2.9142 -2.2937 0.529
H 3.9060 -1.8498 -1.4145 0.443
H 3.6116 -1.5891 -3.1369 0.354
H 0.3353 -3.2744 -1.5444 0.415
H 0.6455 -2.8672 -3.2522 0.552
H -1.7527 -3.2368 -2.9509 0.473
H -1.4893 -1.4958 -3.2673 0.081
H -1.9094 -2.7012 -0.6268 0.400
H -4.0592 -2.3014 -1.4382 0.515
H -3.4825 -0.7859 -2.1741 0.263
H -3.4125 -1.3363 0.8428 0.168
H -4.8128 -0.5869 0.0457 0.533
H -3.5408 1.2531 -0.5045 0.329
H -2.3410 0.4114 2.0365 0.132
H -3.7373 1.5079 1.8586 0.571
H -1.6915 2.7677 2.3304 0.518
H -2.3403 3.1992 0.7317 0.514
H -0.5964 4.6776 1.0864 0.476
H 0.6927 4.9131 -0.0999 0.441
H 1.0856 4.5116 1.5745 0.382
H 2.9334 3.9478 -0.0298 0.631
H 4.7789 2.7433 -1.1323 0.456
H 4.4493 0.4428 -1.9438 0.660
C 1.0396 -4.2818 4.9450 -1.141
Si -0.1280 -2.7769 4.8258 0.201
C -0.2985 -1.9391 6.5316 -1.111
C -1.8482 -3.3712 4.2814 -1.017
C 0.7890 -1.5407 3.6935 0.032
C 1.9426 -0.9504 4.1707 -0.047
C 2.6850 -0.0869 3.3707 -1.547
C 2.2299 0.1707 2.0984 0.014
N 1.1117 -0.3539 1.5928 0.210
C 0.4187 -1.2098 2.3771 0.553
S -0.9729 -1.8742 1.6386 -0.585
H 0.6502 -5.0059 5.6546 0.342
H 2.0337 -3.9946 5.2782 0.362
H 1.1448 -4.7843 3.9870 0.343
H -0.7918 -2.6136 7.2249 0.345
H -0.8877 -1.0274 6.4897 0.330
H 0.6671 -1.6878 6.9604 0.339
H -2.2886 -3.9725 5.0707 0.389
H -1.7887 -3.9811 3.3862 0.285
H -2.5207 -2.5466 4.0685 0.305
H 2.2734 -1.1612 5.1786 0.361
H 3.5946 0.3680 3.7315 0.450
H 2.7834 0.8351 1.4476 0.256
C 1.4124 2.6945 -3.6897 -1.128
Ge -0.3887 1.8823 -3.9674 0.610
C -0.1289 0.2442 -5.0774 -1.316
C -1.2615 3.1874 -5.2202 -1.331
C -1.4239 1.5273 -2.3354 -1.030
H 1.7283 3.1620 -4.6170 0.539
H 2.1616 1.9599 -3.4205 0.273
H 1.3987 3.4654 -2.9236 0.305
H 0.4205 0.5102 -5.9771 0.470
H -1.0841 -0.1664 -5.3965 0.332
H 0.4276 -0.5336 -4.5624 0.271
H -0.6974 3.2203 -6.1464 0.369
H -1.2745 4.1906 -4.8016 0.384
H -2.2839 2.9118 -5.4604 0.364
H -2.4198 1.2268 -2.6945 0.358
H -1.5722 2.5073 -1.8562 0.355
```



[3]
Molecular formula: C27H47Cl2FN8OSi2
Method: DFT, ωB97M-V/def2-TZVPD

Output
- structure (SMILES) = C/C(Cl)=C(/Cl)[Si@@H](CCO[Si](C)(C)C)C[C@@H](C)F.CC#N.CC#N.CC#N.CC#N.CC#N.CC#N.CC#N.CC#N
- Kohn-Sham gap (eV) = 9.70

```
88
Properties=species:S:1:pos:R:3:mulliken_charge:R:1
C -2.7884 -2.5672 2.2017 -1.138
C -2.9094 -1.6115 0.9630 0.524
Cl -4.4414 -0.6125 0.8535 -0.244
C -1.9605 -1.4265 -0.0335 0.125
Cl -2.2682 -0.2465 -1.3678 -0.124
Si -0.3117 -2.3898 -0.0199 -0.121
C 0.6168 -2.2279 -1.7042 -0.552
C 1.0249 -0.7305 -2.0646 0.213
O 0.5288 -0.3460 -3.3562 -0.539
Si 1.0472 1.2469 -3.7999 0.542
C 2.8547 1.6400 -3.3389 -0.852
C 0.7773 1.4229 -5.7057 -1.088
C -0.0887 2.5868 -3.0116 -0.771
C 0.7929 -1.9767 1.4940 -0.642
C 1.6755 -0.6739 1.3336 0.684
C 2.2633 -0.2510 2.7629 -1.109
F 2.8157 -0.9407 0.5188 -0.371
H -3.8523 -2.8459 2.4967 0.370
H -2.2580 -3.5369 1.9979 0.308
H -2.3729 -1.9977 3.0903 0.287
H -0.6700 -3.8269 0.0799 -0.192
H 1.5130 -2.9272 -1.7090 0.279
H -0.0891 -2.5796 -2.5279 0.335
H 2.1601 -0.6869 -2.0404 0.254
H 0.6411 -0.0500 -1.2478 -0.150
H 3.4957 0.8191 -3.8051 0.278
H 3.1960 2.6649 -3.6522 0.358
H 2.9670 1.5315 -2.2119 0.192
H 0.7961 0.4264 -6.2387 0.289
H 1.5384 2.1421 -6.1509 0.298
H -0.2430 1.8877 -5.9104 0.294
H -1.1870 2.3349 -3.0966 0.236
H 0.2214 2.8256 -1.9426 0.132
H 0.0591 3.5366 -3.6253 0.356
H 1.4542 -2.8910 1.6537 0.339
H 0.1074 -1.9264 2.3912 0.246
H 1.0855 0.1887 0.9068 0.154
H 2.7185 0.7829 2.7351 0.235
H 1.5001 -0.3384 3.5865 0.345
H 3.0866 -0.9929 3.0079 0.135
C -7.7020 0.1692 2.5712 -0.673
C -8.1526 -0.3861 3.8785 0.319
N -8.5023 -0.8189 4.8990 -0.429
H -6.6309 0.3687 2.6028 0.151
H -7.9074 -0.5456 1.7731 0.351
H -8.2308 1.0991 2.3625 0.263
C 1.7867 3.9671 1.8226 -0.584
C 1.8082 3.8130 0.3398 0.419
N 1.8238 3.6945 -0.8162 -0.447
H 2.1134 3.0409 2.2956 0.064
H 2.4555 4.7748 2.1201 0.321
H 0.7751 4.2003 2.1554 0.266
C -4.7810 -1.0812 -3.9054 -0.454
C -5.2304 -0.4135 -5.1605 0.264
N -5.5795 0.1069 -6.1381 -0.391
H -4.1557 -1.9410 -4.1464 0.266
H -4.2056 -0.3820 -3.2984 0.029
H -5.6465 -1.4189 -3.3350 0.296
C -8.0126 3.3489 5.2545 -0.755
C -8.0069 3.2277 3.7690 0.444
N -8.0013 3.1315 2.6111 -0.498
H -7.6875 2.4096 5.7031 0.271
H -7.3356 4.1459 5.5629 0.291
H -9.0193 3.5807 5.6023 0.268
C 6.1528 -2.2230 2.8087 -0.643
C 5.8659 -0.9720 3.5668 0.424
N 5.6409 0.0036 4.1564 -0.513
H 5.4890 -3.0213 3.1421 0.358
H 5.9975 -2.0531 1.7430 0.247
H 7.1865 -2.5262 2.9735 0.162
C 8.7034 2.0503 2.1775 -0.745
C 8.8787 0.5775 2.0392 0.397
N 9.0123 -0.5709 1.9333 -0.454
H 7.7664 2.2629 2.6933 0.260
H 9.5303 2.4687 2.7515 0.270
H 8.6821 2.5143 1.1912 0.282
C -8.4870 -0.6885 -7.9629 -0.639
C -8.8548 -0.5007 -9.3957 0.267
N -9.1415 -0.3547 -10.5115 -0.365
H -7.8475 0.1305 -7.6332 0.219
H -9.3879 -0.7068 -7.3490 0.271
H -7.9515 -1.6295 -7.8383 0.242
C 10.3702 -2.8624 4.1361 -0.547
C 9.9142 -3.4104 5.4458 0.304
N 9.5581 -3.8373 6.4654 -0.389
H 11.4416 -2.6643 4.1700 0.318
H 10.1661 -3.5812 3.3423 0.255
H 9.8431 -1.9332 3.9188 0.056
```



[4]
Molecular formula: C27H47Cl2N4O6SiSr
Method: DFT, ωB97M-V/def2-TZVPD

Output
- net charge = -1
- Kohn-Sham gap (eV) = 5.68

```
88
Properties=species:S:1:pos:R:3:mulliken_charge:R:1
C -2.1002 3.0149 -2.4768 -1.357
C -0.9446 2.6349 -3.3681 0.415
H -1.8712 3.9098 -1.8729 0.116
H -2.3237 2.2008 -1.7858 0.116
H -3.0012 3.2398 -3.0662 0.394
C -0.5104 3.5005 -4.3063 0.086
C -1.0388 4.8971 -4.4834 -1.498
H 0.2044 3.1911 -5.0826 0.494
H -1.1627 5.4038 -3.5132 0.280
H -2.0093 4.8898 -5.0078 0.295
H -0.3393 5.5005 -5.0831 0.369
Sr -1.0744 -0.4233 -0.2114 1.957
Cl -1.1104 -1.8375 -2.8926 -0.598
C 0.9906 -2.6030 -0.3328 -0.171
O 1.0276 -1.5437 0.3552 -0.683
N 1.8601 -3.5659 -0.0698 0.322
C 2.7596 -3.2082 1.0047 -0.837
C 1.7842 -4.9361 -0.5276 -0.858
H 0.2870 -2.7316 -1.1661 0.425
H 2.1829 -2.8916 1.8793 0.179
H 3.3898 -2.3692 0.6880 0.200
H 3.3736 -4.0677 1.2325 0.345
H 0.9708 -5.4749 -0.0139 0.326
H 2.7395 -5.4027 -0.2840 0.363
H 1.6185 -4.9842 -1.6089 0.283
H -0.3244 -3.8106 5.4561 0.320
H -2.8103 -4.1320 5.8117 0.314
C -0.4911 -2.7280 5.3801 -0.903
C -2.9202 -3.0389 5.7326 -0.944
N -1.8467 -2.4813 4.9147 0.238
H 0.2170 -2.2804 4.6805 0.204
C -2.1056 -1.6870 3.8512 0.009
O -1.2582 -1.1992 3.0855 -0.576
H -3.8819 -2.7979 5.2619 0.312
H -3.1988 -1.5047 3.7251 0.362
H -0.3562 -2.3019 6.3845 0.306
H -2.8963 -2.6196 6.7516 0.329
H -3.3195 3.7439 3.9504 0.328
H -1.2272 4.3276 0.8262 0.175
C -2.2425 3.5383 3.9387 -1.024
C -0.9953 4.3818 1.8915 -0.804
N -1.7482 3.3419 2.5820 0.257
H -2.1078 2.6193 4.5218 0.349
C -2.0073 2.1852 1.9540 -0.156
O -1.5707 1.8828 0.8193 -0.563
H 0.0810 4.2125 2.0206 0.211
H -2.5860 1.4561 2.5493 0.260
H -1.7551 4.3756 4.4451 0.362
H -1.2744 5.3515 2.3052 0.452
O -0.4410 0.9037 -1.8330 -0.568
C -0.2710 1.2779 -3.1102 -0.474
C 2.1201 2.1358 -3.8990 0.349
C 1.1453 1.1316 -3.7536 0.266
H 1.9475 3.1280 -3.4776 0.620
C 3.3099 1.9096 -4.6176 -1.157
H -0.8515 0.4411 -3.5545 0.372
C 1.4220 -0.1198 -4.2992 -0.348
H 4.0594 2.7087 -4.6444 0.359
C 3.5263 0.6740 -5.2256 -0.496
C 2.5894 -0.3488 -5.0299 -0.749
H 0.6799 -0.9166 -4.1608 0.169
H 4.4345 0.5195 -5.8131 0.333
H 2.7946 -1.3377 -5.4316 0.397
Si 2.9624 2.2860 -0.2134 0.547
Cl 1.7526 3.6611 -1.1256 -0.274
C 4.7110 2.8260 -0.4948 -1.092
C 2.8721 0.5987 -1.1229 0.369
C 1.8842 1.9683 1.3000 -0.209
H 4.8083 3.0269 -1.5696 0.266
H 5.3969 2.0114 -0.2458 0.332
H 5.0581 3.7202 0.0279 0.320
H 2.0737 2.6536 2.1327 0.483
H 2.0277 0.9465 1.6710 0.091
H 0.8128 2.0519 1.0446 -0.472
H 3.5323 0.6434 -2.0075 0.233
H 1.8545 0.3456 -1.4715 -0.562
H 3.2229 -0.2071 -0.4582 -0.018
O -0.8213 -5.6705 0.8925 -0.788
C -1.7196 -4.8331 0.7812 0.284
C -3.1359 -5.0661 1.3485 -0.529
C -3.8118 -3.7393 1.1602 -0.269
C -2.8068 -2.9444 0.3413 0.168
O -3.1358 -1.8081 -0.0672 -0.786
N -1.6125 -3.5778 0.2089 0.262
H -3.6545 -5.8403 0.7610 0.288
H -3.0662 -5.3292 2.4125 0.208
H -4.7420 -3.7961 0.5940 0.365
H -4.0048 -3.2127 2.1039 -0.070
```



no.,electronic energy (eV)
1,-47097.4730
2,-130816.8369
3,-86245.1445
4,-80772.5112